(1)
This record from the Open Molecules 2025 dataset describes C2H2BrIO as an isolated structure. The level of theory is wB97M-V/def2-TZVPD.

Atoms and positions in Å:
1 C -0.925978 -1.225085 0.070559
2 C 1.278277 0.642674 -0.114971
3 O -1.167408 -2.336767 0.357944
4 Br 0.174169 2.126924 -0.015890
5 I -2.536213 0.214031 -0.194558
6 H 1.357290 -0.069745 -0.865839
7 H 1.819860 0.647967 0.762753

Atoms 1-6, force components in eV/Å:
-0.276 -2.750 0.900
-1.215 1.380 0.696
1.084 2.166 -0.631
0.512 0.026 -0.660
-1.337 0.430 -0.243
-0.095 -0.604 -1.451

Properties
Gap between HOMO and LUMO (spin up / spin down) = 8.492 / 6.549 eV

=====

(2)
This record from the Open Molecules 2025 dataset describes C22H14F5N2O3SW as an isolated structure. The level of theory is wB97M-V/def2-TZVPD.

Atoms and positions in Å:
1 W 0.248000 0.283059 -0.437273
2 O -1.435264 -0.032043 -1.212131
3 C -1.542034 -0.620931 -2.440792
4 C -2.305576 -0.015081 -3.424164
5 C -2.391116 -0.606802 -4.672030
6 C -1.758417 -1.819251 -4.934098
7 C -1.042344 -2.447563 -3.936913
8 C -0.898741 -1.848460 -2.681843
9 C -0.256281 -2.585642 -1.597786
10 N 0.214779 -2.041112 -0.538456
11 C 0.424036 -2.815405 0.668271
12 C -0.478407 -2.119293 1.695103
13 N -0.116816 -0.706756 1.625989
14 C 0.239076 -0.108684 2.700037
15 C 0.973214 1.139385 2.717687
16 C 0.938997 1.995197 3.826586
17 C 1.756577 3.101691 3.863893
18 C 2.667588 3.326116 2.826886
19 C 2.753485 2.464468 1.751828
20 C 1.887433 1.373773 1.676482
21 O 1.911293 0.586022 0.589854
22 H -2.808668 0.915521 -3.200043
23 H -2.965976 -0.123385 -5.450319
24 H -1.844603 -2.274301 -5.910523
25 H -0.577511 -3.408119 -4.120993
26 H -0.299321 -3.674078 -1.666358
27 H 1.467657 -2.755614 0.980300
28 H 0.139747 -3.860041 0.533890
29 H -0.320698 -2.515956 2.698268
30 H -1.524377 -2.251147 1.412965
31 H 0.101389 -0.615370 3.657004
32 H 0.258900 1.786490 4.643545
33 H 1.714429 3.781565 4.703249
34 H 3.321823 4.186757 2.872229
35 H 3.459264 2.617858 0.947270
36 F -2.965930 5.509226 2.883332
37 C -2.199591 4.868276 2.014314
38 C -2.228185 3.483425 1.955487
39 F -3.011734 2.785034 2.772846
40 C -1.419922 2.849511 1.040382
41 F -1.424550 1.486145 0.982205
42 C -0.569261 3.517742 0.179502
43 S 0.462435 2.649381 -0.939206
44 C -0.555180 4.901965 0.259360
45 F 0.246045 5.605669 -0.532779
46 C -1.362196 5.575087 1.165063
47 F -1.330555 6.897674 1.226918
48 O 1.159478 0.035608 -1.789828

Atoms 1-6, force components in eV/Å:
1.551 0.219 0.990
-0.627 0.024 -0.390
-0.112 -0.273 -0.043
-0.014 0.035 0.083
0.014 -0.029 0.001
-0.001 -0.024 -0.033

Properties
Gap between HOMO and LUMO = 7.049 eV
Net charge = +1

=====

(3)
This record from the Open Molecules 2025 dataset describes a 6-piece molecular cluster, C8H28O6 overall. The level of theory is wB97M-V/def2-TZVPD.

Atoms and positions in Å:
1 C -10.899000 20.655000 -8.883000
2 C -10.611000 19.250000 -9.359000
3 O -11.209000 18.415000 -8.360000
4 H -10.525000 20.953000 -7.940000
5 H -11.994000 20.812000 -8.823000
6 H -10.577000 21.384000 -9.608000
7 H -9.564000 19.183000 -9.473000
8 H -11.063000 19.047000 -10.338000
9 H -12.148000 18.185000 -8.629000
10 C -5.534000 24.047000 -3.343000
11 C -5.572000 23.189000 -4.602000
12 O -5.728000 21.756000 -4.223000
13 H -5.637000 25.156000 -3.592000
14 H -4.622000 23.801000 -2.781000
15 H -6.315000 23.648000 -2.699000
16 H -4.817000 23.378000 -5.316000
17 H -6.498000 23.436000 -5.085000
18 H -6.646000 21.451000 -4.291000
19 C -9.483000 19.381000 -5.214000
20 O -8.320000 20.107000 -5.010000
21 H -9.499000 18.411000 -4.715000
22 H -9.669000 19.323000 -6.274000
23 H -10.343000 19.984000 -4.846000
24 H -7.932000 19.756000 -4.199000
25 C -9.960000 23.257000 -3.098000
26 O -8.644000 23.046000 -3.600000
27 H -10.253000 24.323000 -3.311000
28 H -9.993000 23.218000 -2.016000
29 H -10.552000 22.497000 -3.594000
30 H -8.395000 22.296000 -3.165000
31 C -8.767000 23.338000 -6.986000
32 O -8.400000 21.940000 -7.023000
33 H -8.447000 23.774000 -6.040000
34 H -9.851000 23.596000 -7.215000
35 H -8.222000 23.841000 -7.812000
36 H -8.670000 21.465000 -6.172000
37 C -7.430000 21.910000 -10.312000
38 O -7.543000 20.877000 -9.358000
39 H -8.327000 22.594000 -10.227000
40 H -7.250000 21.583000 -11.331000
41 H -6.585000 22.569000 -10.013000
42 H -7.897000 21.182000 -8.510000

Atoms 1-6, force components in eV/Å:
-1.817 0.661 -1.614
-1.984 1.095 0.585
-1.011 -1.455 -0.430
0.800 -0.227 0.972
0.302 -0.205 -0.012
0.419 0.411 -0.356

Properties
Structure (SMILES) = CCO.CCO.CO.CO.CO.CO
Gap between HOMO and LUMO = 9.698 eV

=====

(4)
This record from the Open Molecules 2025 dataset describes a 2-piece molecular cluster, C5H13NO overall. The level of theory is wB97M-V/def2-TZVPD.

Atoms and positions in Å:
1 C 1.014525 -2.471786 -2.056504
2 C 0.236103 -1.265363 -1.475815
3 C 0.079327 -0.857457 -0.176770
4 N -0.485410 0.348178 0.069393
5 C -1.532735 0.339000 1.121617
6 C -2.116467 1.773291 1.128685
7 H 0.988874 -2.661899 -3.111588
8 H 2.099045 -2.296030 -1.885792
9 H 0.568336 -3.463901 -1.629976
10 H -0.431350 -0.821385 -2.288684
11 H 0.681452 -1.056879 0.679629
12 H -0.888968 0.952799 -0.644888
13 H -1.064509 -0.042591 2.064155
14 H -2.377640 -0.398522 0.949028
15 H -2.605686 1.986424 2.052462
16 H -2.851669 1.870635 0.272034
17 H -1.330578 2.566858 1.010931
18 O 2.533883 1.513801 1.127711
19 H 2.579798 2.456353 0.911270
20 H 1.675196 1.254367 0.866703

Atoms 1-6, force components in eV/Å:
-0.116 -0.734 2.125
-1.142 -0.993 -0.655
1.706 -0.244 -4.076
-2.840 2.286 1.706
0.045 -0.020 0.246
0.320 -0.063 -0.861

Properties
Structure (SMILES) = C/C=C/NCC.O
Gap between HOMO and LUMO = 9.094 eV

=====

(5)
This record from the Open Molecules 2025 dataset describes a 3-piece molecular cluster, C33H21BrF16O11S overall. The level of theory is wB97M-V/def2-TZVPD.

Atoms and positions in Å:
1 C 3.097501 5.625596 0.661114
2 C 2.249213 4.953515 0.165067
3 C 1.386391 4.018535 -0.479915
4 C 0.424036 4.539079 -1.338747
5 Br 0.358340 6.426027 -1.562746
6 C -0.484411 3.751575 -2.032587
7 C -1.503607 4.371139 -2.952942
8 C -0.916441 4.734790 -4.300354
9 O -0.363513 3.604643 -4.946148
10 C -0.371314 2.375238 -1.837608
11 C 0.608433 1.836287 -1.010385
12 C 1.493156 2.638323 -0.296856
13 C 2.538538 2.094369 0.665824
14 F 2.569893 2.852201 1.781152
15 F 2.263277 0.854079 1.099615
16 C 4.016006 2.138524 0.050622
17 F 4.742130 3.049544 0.708327
18 F 3.990787 2.470426 -1.248722
19 C 4.803724 0.806731 0.180720
20 F 4.229289 -0.198290 -0.451272
21 F 6.013585 0.997382 -0.379710
22 F 5.001689 0.514266 1.466699
23 C 0.635593 0.336137 -0.947953
24 O 1.623738 -0.340908 -1.047174
25 C -0.706014 -0.300741 -0.838302
26 C -0.957374 -1.369947 -0.007539
27 C -2.226325 -1.907966 -0.001456
28 C -3.191324 -1.376854 -0.823127
29 S -4.802532 -2.109434 -0.777279
30 O -4.925124 -3.073727 -1.828255
31 O -5.129824 -2.566158 0.541222
32 C -6.048222 -0.782875 -1.185144
33 F -7.232254 -1.386239 -1.073663
34 F -5.899105 -0.417706 -2.469419
35 C -6.063401 0.439808 -0.228613
36 F -4.823384 0.859453 0.086381
37 F -6.638506 0.018352 0.908151
38 C -6.887424 1.657516 -0.744372
39 F -7.342309 2.318898 0.337114
40 F -7.947392 1.273711 -1.459934
41 C -6.059912 2.695058 -1.554174
42 F -5.294629 3.433319 -0.759981
43 F -5.293445 2.104798 -2.475179
44 F -6.922950 3.500609 -2.181100
45 C -2.951846 -0.306375 -1.664822
46 C -1.682875 0.236151 -1.643742
47 C -1.341785 1.409759 -2.490736
48 O -1.833268 1.575685 -3.570257
49 H 3.632541 6.365118 1.198719
50 H -2.355424 3.707231 -3.030384
51 H -1.871277 5.274741 -2.476827
52 H -0.134443 5.481260 -4.151368
53 H -1.691150 5.187217 -4.923267
54 H -0.036523 3.871213 -5.808023
55 H -0.182718 -1.776057 0.620114
56 H -2.490073 -2.742757 0.628770
57 H -3.700844 0.098675 -2.324398
58 C 4.542057 -0.749511 3.907260
59 C 4.352010 -1.427175 5.243590
60 C 5.055500 -2.757509 5.377096
61 O 4.220657 -3.451958 6.310740
62 C 2.964257 -2.952410 6.181889
63 O 1.990314 -3.445659 6.644429
64 O 2.980413 -1.813634 5.443195
65 H 5.593360 -0.740367 3.621933
66 H 3.965100 -1.256714 3.134578
67 H 4.191657 0.281044 3.945092
68 H 4.632023 -0.754245 6.058353
69 H 6.068023 -2.668672 5.763506
70 H 5.073831 -3.319773 4.439706
71 C 2.278451 -5.312598 1.229623
72 C 1.218434 -5.779458 0.259297
73 C 1.673328 -5.855859 -1.180077
74 O 0.454786 -5.623167 -1.897887
75 C -0.344668 -4.871100 -1.105572
76 O -1.329782 -4.314188 -1.462211
77 O 0.142279 -4.829259 0.162243
78 H 3.210989 -5.855717 1.074489
79 H 2.461450 -4.243966 1.112487
80 H 1.958235 -5.474834 2.258596
81 H 0.793877 -6.731879 0.586426
82 H 2.092426 -6.823495 -1.444939
83 H 2.386131 -5.068816 -1.439014

Atoms 1-6, force components in eV/Å:
-0.060 0.917 0.530
0.080 -0.917 -0.290
0.146 0.475 0.135
-0.283 0.302 -0.258
0.036 -0.106 0.151
0.122 -0.026 -0.216

Properties
Structure (SMILES) = C#Cc1c(Br)c(CCO)c2c(c1C(F)(F)C(F)(F)C(F)(F)F)C(=O)c1ccc(S(=O)(=O)C(F)(F)C(F)(F)C(F)(F)C(F)(F)F)cc1C2=O.C[C@@H]1COC(=O)O1.C[C@@H]1COC(=O)O1
Gap between HOMO and LUMO = 8.572 eV

=====

(6)
This record from the Open Molecules 2025 dataset describes C28H65AsF9O16V as an isolated structure. The level of theory is wB97M-V/def2-TZVPD.

Atoms and positions in Å:
1 O -0.250850 0.059800 -7.429980
2 V -0.624060 0.040470 -5.941220
3 O -2.022970 0.798050 -5.762720
4 As 1.183810 4.826950 -5.443090
5 F -0.347280 4.750540 -6.389710
6 F 2.135830 4.582320 -7.014120
7 F 2.686990 4.780990 -4.532000
8 F 0.125010 4.885920 -3.940010
9 F 1.146060 3.018520 -5.287090
10 F 1.377010 6.692830 -5.616580
11 C -0.402280 11.456640 -9.266790
12 O -0.097820 12.684970 -9.905140
13 C -0.031650 13.810870 -8.980900
14 C 0.869950 14.966170 -9.625160
15 O 0.072130 15.454800 -10.730840
16 C 0.660680 16.613410 -11.265220
17 H -1.155470 11.772520 -8.544960
18 H 0.390820 11.028150 -8.654020
19 H -0.822350 10.703120 -9.933000
20 H 0.340310 13.636660 -7.971250
21 H -1.051750 14.164290 -8.830630
22 H 1.844330 14.540590 -9.865110
23 H 1.053380 15.645100 -8.792390
24 H 1.607590 16.452700 -11.780620
25 H 0.750180 17.419760 -10.537290
26 H -0.038370 16.966580 -12.023300
27 C 6.245480 16.280870 -9.008000
28 O 5.833330 15.985610 -7.714850
29 C 6.483640 14.759750 -7.278160
30 C 5.919590 14.157720 -5.957790
31 O 4.571610 13.599900 -6.006350
32 C 4.435460 12.302690 -6.598450
33 H 5.778040 15.512750 -9.624110
34 H 7.311220 16.332870 -9.230730
35 H 5.733230 17.180080 -9.350210
36 H 7.544870 14.920390 -7.088230
37 H 6.380550 13.986490 -8.039440
38 H 5.968900 14.832280 -5.103020
39 H 6.576270 13.327630 -5.697360
40 H 5.128610 11.565720 -6.192830
41 H 4.610520 12.319300 -7.674180
42 H 3.406910 11.965220 -6.470830
43 C -3.259020 2.262010 0.202000
44 O -3.796990 1.516230 1.329930
45 C -4.621000 2.214880 2.237290
46 C -5.512580 1.390860 3.196600
47 O -4.708280 0.435660 3.925450
48 C -5.442780 -0.198200 4.929390
49 H -2.222210 1.944330 0.091480
50 H -3.293250 3.346680 0.303990
51 H -3.799210 1.898700 -0.672240
52 H -5.278120 2.801580 1.595360
53 H -4.065390 2.912940 2.863480
54 H -6.287890 0.838910 2.665230
55 H -5.933460 2.098880 3.910520
56 H -5.680190 0.496760 5.734860
57 H -4.855880 -1.041260 5.293960
58 H -6.251750 -0.776400 4.482920
59 C 3.349230 -1.193180 -5.330380
60 O 2.233650 -1.131580 -4.434030
61 C 2.606640 -0.979570 -3.107840
62 C 1.461300 -1.608540 -2.323870
63 O 0.202320 -1.099120 -2.658470
64 C -0.828790 -1.811110 -2.014660
65 H 3.015870 -1.378570 -6.351450
66 H 4.061720 -1.998990 -5.153900
67 H 3.967350 -0.297560 -5.392760
68 H 2.665700 0.093930 -2.928360
69 H 3.542270 -1.423600 -2.767920
70 H 1.602150 -1.454140 -1.254090
71 H 1.445010 -2.696250 -2.392620
72 H -0.839990 -2.868170 -2.280370
73 H -1.720080 -1.254040 -2.303390
74 H -0.756750 -1.607750 -0.946220
75 C -3.535520 3.674060 -13.607340
76 O -2.722860 3.087810 -12.576340
77 C -1.683350 3.942790 -12.208530
78 C -0.515690 3.135260 -11.598440
79 O 0.069180 2.338030 -12.628300
80 C 0.918060 1.256080 -12.205560
81 H -3.048880 4.087070 -14.490910
82 H -4.223970 4.409440 -13.190990
83 H -4.055200 2.798450 -13.996360
84 H -1.928470 4.804040 -11.587030
85 H -1.295090 4.436490 -13.099380
86 H -1.002760 2.481130 -10.875260
87 H 0.126140 3.821450 -11.045910
88 H 0.500590 0.290110 -11.921440
89 H 1.622120 1.718020 -11.513460
90 H 1.576500 1.108240 -13.061530
91 C -0.680160 10.946230 0.459620
92 O -1.318550 10.507160 -0.723720
93 C -0.486110 10.411580 -1.918950
94 C -1.445520 10.321320 -3.198610
95 O -2.087900 11.541430 -3.418480
96 C -3.344130 11.649740 -2.828720
97 H -0.038380 10.170410 0.877130
98 H -1.495950 11.294350 1.093190
99 H -0.005800 11.768460 0.220320
100 H 0.180130 9.562350 -1.767220
101 H 0.145180 11.287020 -2.071250
102 H -2.066920 9.432170 -3.305170
103 H -0.701710 10.224010 -3.989420
104 H -3.379320 11.616060 -1.739810
105 H -3.959980 10.910200 -3.340490
106 H -3.883020 12.549090 -3.126820
107 C 5.589770 7.197730 0.555080
108 C 5.470340 8.147220 1.740200
109 O 5.263740 9.413040 1.217680
110 C 6.332820 10.149640 0.892730
111 O 7.434880 9.708900 0.555190
112 C 6.029950 11.687620 1.001700
113 F 6.173510 12.162630 -0.262990
114 F 4.755360 11.918310 1.383460
115 F 7.013270 12.142770 1.754820
116 H 4.690630 7.212850 -0.060880
117 H 5.698490 6.148250 0.828750
118 H 6.514250 7.402270 0.015070
119 H 6.377850 8.073500 2.339440
120 H 4.631690 7.811570 2.350200

Atoms 1-6, force components in eV/Å:
-0.334 -0.101 0.064
-1.503 2.240 1.389
2.742 -1.752 -0.628
-0.061 0.984 -0.995
1.637 0.255 0.862
-1.358 0.415 2.119

Properties
Gap between HOMO and LUMO = 4.091 eV